12
Properties=species:S:1:pos:R:3:mulliken_charge:R:1 method="wB97M-V/def2-TZVPD" lumo_ev=-0.794 smiles="C=N/N=C/C(N)=S" energy_ha=-679.71376 relative_energy_ev=1.944 orbital_gap_ev=8.0 total_charge=0 spin_multiplicity=1
S 2.074 -0.199 -2.684 -0.33
N 1.054 -1.761 -0.712 -0.34
N -0.305 0.258 0.331 -0.09
N -1.057 1.358 0.799 -0.57
C 1.182 -0.584 -1.344 0.03
C -1.745 1.131 1.847 -0.22
C 0.367 0.495 -0.759 0.03
H -1.828 0.135 2.343 0.29
H -2.307 1.996 2.235 0.27
H 1.705 -2.514 -0.889 0.22
H 0.408 1.459 -1.282 0.42
H 0.452 -1.773 0.115 0.29



10
Properties=species:S:1:pos:R:3:mulliken_charge:R:1 method="wB97M-V/def2-TZVPD" lumo_ev=0.589 smiles=c1ccnnc1 energy_ha=-264.21909 relative_energy_ev=2.921 orbital_gap_ev=9.5 total_charge=0 spin_multiplicity=1
N 0.655 -1.694 -0.073 -0.22
N -0.578 -1.717 0.161 -0.22
C 1.444 -0.311 -0.170 -0.30
C -1.432 -0.369 0.184 -0.30
C 0.738 0.847 -0.044 -0.16
C -0.783 0.812 -0.011 -0.16
H 1.096 1.890 0.062 0.29
H 2.512 -0.580 -0.299 0.39
H -2.485 -0.680 0.338 0.39
H -1.190 1.829 -0.178 0.29



157
Properties=species:S:1:pos:R:3:mulliken_charge:R:1 method="wB97M-V/def2-TZVPD" lumo_ev=-3.154 energy_ha=-3155.57651 orbital_gap_ev=6.9 total_charge=+1 spin_multiplicity=1
O 5.175 0.524 -5.013 -0.63
O 4.854 2.577 -4.270 -0.62
O -5.971 3.292 2.738 -0.67
N 0.701 -1.792 0.908 2.17
N -4.785 3.760 0.802 1.09
N 1.591 -1.942 1.944 -0.89
N 2.521 -0.730 0.308 2.37
N 4.450 1.415 -4.505 1.22
N -3.513 1.903 0.636 1.18
C -1.391 0.789 -5.061 -0.69
C -2.913 -1.487 3.678 -2.23
C 3.894 2.682 2.084 -1.94
C 5.478 0.097 -1.858 -0.12
C -1.599 -1.534 -3.529 -0.09
C 2.426 1.943 -3.274 -1.25
C 5.302 -2.832 0.008 -1.39
C -2.880 -2.535 1.011 0.44
C 2.593 3.554 0.161 -1.81
C -1.606 -1.606 -4.923 -0.67
C -8.003 1.670 1.034 -0.23
C 1.816 -0.785 -3.347 -0.13
C 4.691 -1.830 4.721 -0.90
C 2.682 -1.289 1.612 -0.21
C -1.472 -0.449 -5.693 -0.84
C 6.044 -0.445 3.263 -1.09
C -1.664 0.931 -0.722 -0.57
C -1.372 0.861 -3.664 -0.47
C 2.986 2.277 0.912 1.76
C 5.775 -2.599 -2.380 -2.24
C 3.129 1.051 -4.110 -0.91
C 2.751 -0.298 -4.249 -1.06
C -2.165 3.888 2.355 -1.78
C -1.048 3.850 0.113 -1.04
C -0.943 -0.194 2.933 -0.63
C 5.638 1.457 -1.624 -1.47
C -8.809 2.602 -1.050 -0.52
C -2.583 5.684 0.672 -2.03
C -0.493 -2.604 0.851 -1.41
C -8.987 2.348 0.316 -0.66
C 1.305 0.032 -2.329 1.33
C -6.665 1.467 -0.965 -0.12
C 3.830 -1.185 2.516 1.55
C 4.565 -0.683 -1.144 0.57
C 3.446 -2.904 -1.667 -1.54
C -1.643 -2.226 1.602 -0.05
C -4.563 1.609 1.619 0.61
C 1.173 -0.922 -0.010 -0.47
C 5.054 -0.500 2.281 -0.42
C -0.652 -2.450 3.925 -1.41
C -3.494 3.333 0.268 -1.43
C 3.792 1.374 -0.055 1.25
C -5.208 2.964 1.838 -0.81
C 1.674 -4.838 0.708 -2.03
C 0.406 -0.662 -1.276 -0.80
C 0.801 -5.099 -1.623 -1.57
C -1.412 -0.308 -2.895 0.11
C -1.054 -0.309 -1.356 1.84
C -1.541 -1.595 3.014 2.47
C 1.734 1.641 1.485 -1.61
C 5.866 -1.103 4.484 -0.73
C -1.798 -3.895 -0.668 -0.72
C -5.676 0.623 1.200 -0.69
C 3.595 0.001 -0.341 -1.88
C -7.651 2.146 -1.687 -0.77
C -2.314 4.195 0.862 2.77
C 4.865 2.059 -0.659 -0.49
C -6.810 1.272 0.410 0.01
C 1.503 1.414 -2.372 0.46
C -2.933 -3.239 -0.197 -1.64
C -5.561 4.926 0.438 -1.17
C -0.282 -6.238 0.299 -1.94
C 0.421 -4.943 -0.149 2.20
C 3.696 -1.879 3.749 -1.39
C -0.569 -3.748 -0.005 0.20
C -2.684 0.891 0.193 -1.18
C 4.753 -2.235 -1.288 1.89
H 1.127 2.399 2.008 1.39
H 5.494 -2.191 -3.358 0.41
H -1.561 -1.178 -0.890 -0.62
H 0.405 -7.089 0.200 0.50
H -0.597 -1.992 4.921 0.45
H 3.323 3.291 2.796 0.47
H 6.954 0.120 3.061 0.50
H -2.799 -1.078 4.691 0.47
H 1.438 -4.701 1.769 0.30
H 4.267 1.792 2.604 0.33
H -9.892 2.688 0.824 0.37
H -6.530 4.605 0.021 0.25
H 1.991 0.877 2.227 0.29
H -1.088 0.352 3.877 0.88
H 6.646 -1.049 5.246 0.42
H 2.779 -2.449 3.916 0.32
H -1.448 1.877 -1.234 0.27
H -1.475 -0.506 -6.782 0.41
H -0.209 4.481 0.435 0.55
H -0.577 -6.166 1.353 0.41
H 0.127 -0.242 2.734 -0.42
H 6.784 -2.261 -2.117 0.50
H 1.630 -5.812 -1.729 0.41
H -0.039 -5.468 -2.221 0.42
H 5.080 3.100 -0.402 0.47
H 2.615 -2.485 -1.094 -0.19
H -1.888 -4.600 -1.500 0.50
H 0.363 -2.512 3.524 -0.18
H -1.710 -2.434 -2.924 0.22
H -9.572 3.145 -1.611 0.38
H -1.416 0.379 2.128 -0.46
H -7.504 2.321 -2.754 0.39
H -1.188 4.000 -0.968 0.27
H -5.753 5.542 1.329 0.34
H 2.253 -5.769 0.608 0.53
H 2.331 -4.026 0.387 0.46
H 5.821 -3.690 -2.485 0.37
H 1.123 -4.142 -2.051 0.09
H -5.767 1.087 -1.461 0.39
H 4.758 3.259 1.737 0.38
H 0.388 -1.740 -1.559 -0.70
H -5.028 5.513 -0.315 0.36
H 4.548 -2.353 5.665 0.48
H 5.232 -0.024 1.317 1.02
H -1.258 1.844 -3.208 0.19
H -5.258 -0.237 0.656 0.28
H -3.080 4.139 2.905 0.36
H 3.230 -2.755 -2.731 0.75
H -3.887 -3.357 -0.716 0.47
H -3.390 -2.472 3.764 0.42
H -1.339 1.712 -5.641 0.46
H 6.400 2.016 -2.172 0.41
H -8.144 1.477 2.102 0.34
H 0.908 2.077 -1.730 0.79
H -3.575 -0.803 3.127 0.22
H 2.697 2.999 -3.303 0.44
H -1.347 4.494 2.767 0.51
H 1.099 1.199 0.702 -0.18
H -3.502 3.421 -0.832 0.62
H -3.823 -2.247 1.487 0.72
H -1.048 -3.468 4.024 0.41
H -1.171 -6.459 -0.300 0.34
H -2.770 5.926 -0.381 0.36
H -3.420 6.030 1.288 0.41
H -6.087 0.265 2.156 0.56
H -0.760 2.813 0.312 -0.47
H 3.250 -0.926 -4.979 0.49
H 1.455 -1.816 -3.435 0.97
H 4.578 -2.779 0.823 -0.02
H 6.209 -2.301 0.321 0.39
H 3.495 -3.984 -1.475 0.92
H 5.566 -3.888 -0.143 0.62
H 1.894 4.149 0.760 0.46
H -1.700 6.256 0.990 0.44
H -1.722 -2.578 -5.394 0.46
H -4.092 1.292 2.567 0.35
H 2.122 3.316 -0.799 0.19
H -2.932 -0.072 0.667 0.48
H -1.919 2.832 2.528 0.06
H 6.152 -0.362 -2.577 0.37
H 3.463 4.185 -0.045 0.54



13
Properties=species:S:1:pos:R:3:mulliken_charge:R:1 method="wB97M-V/def2-TZVPD" lumo_ev="-11.802 / -14.530" energy_ha=-248.22521 relative_energy_ev=2.275 orbital_gap_ev="8.6 / 5.8" total_charge=+2 spin_multiplicity=2 s_squared=0.76
O -1.576 0.037 1.934 -0.63
N 0.102 -0.494 -0.494 0.02
C 0.022 -1.252 0.565 -0.04
C 1.181 0.384 -0.703 0.46
C 1.236 1.095 -1.884 -0.53
H 1.612 2.119 -2.003 0.32
H -2.287 -0.599 2.165 0.37
H -2.136 0.837 1.969 0.35
H -0.828 -1.756 1.013 0.31
H 1.612 0.749 0.232 0.38
H 0.648 0.851 -2.777 0.30
H -0.333 -0.737 -1.395 0.35
H 0.746 -1.234 1.379 0.34



13
Properties=species:S:1:pos:R:3:mulliken_charge:R:1 method="wB97M-V/def2-TZVPD" lumo_ev="-8.993 / -10.564" energy_ha=-931.32929 relative_energy_ev=2.522 orbital_gap_ev="8.9 / 7.5" total_charge=+2 spin_multiplicity=2 s_squared=0.76
S 0.191 -0.595 -0.453 0.10
S -1.034 -1.408 -1.909 0.03
N 1.251 1.862 2.405 -0.29
C 0.282 0.958 1.759 -0.65
C -0.025 1.053 0.325 -0.22
H -0.327 0.388 2.450 0.48
H 0.964 2.038 3.375 0.40
H 0.506 1.816 -0.226 0.38
H 1.345 2.767 1.936 0.39
H 2.181 1.422 2.440 0.38
H -1.171 -0.220 -2.526 0.26
H 0.583 -1.515 0.438 0.32
H -1.080 1.327 0.219 0.43



22
Properties=species:S:1:pos:R:3:mulliken_charge:R:1 method="wB97M-V/def2-TZVPD" lumo_ev="6.650 / 6.907" energy_ha=-366.82751 relative_energy_ev=0.496 orbital_gap_ev="2.6 / 6.8" total_charge=-2 spin_multiplicity=2 s_squared=0.75
O -0.458 3.192 -0.119 -0.91
N 0.987 1.404 1.403 -0.72
C -0.172 -0.523 0.344 2.48
C 0.045 -1.501 1.510 -4.10
C -0.298 0.920 0.872 -0.46
C 0.818 -0.826 -0.818 -1.64
C -0.864 1.935 -0.259 -0.22
C -0.062 -1.112 -2.072 -3.44
H -1.977 1.677 -0.131 0.18
H -0.670 -1.262 2.297 0.45
H -0.581 -0.195 -2.353 0.19
H -1.093 0.949 1.611 0.54
H -0.657 1.570 -1.293 -0.22
H -0.804 -1.868 -1.864 0.25
H -0.031 -2.517 1.143 1.06
H 1.366 -1.761 -0.673 0.74
H 0.941 2.411 1.489 0.29
H 0.998 -1.390 2.051 0.40
H -1.184 -0.783 -0.007 0.71
H 1.472 0.027 -0.953 0.59
H 1.676 1.095 0.732 0.32
H 0.549 -1.444 -2.910 1.50



14
Properties=species:S:1:pos:R:3:mulliken_charge:R:1 method="wB97M-V/def2-TZVPD" lumo_ev=-0.133 energy_ha=-324.50186 relative_energy_ev=6.057 orbital_gap_ev=8.7 total_charge=0 spin_multiplicity=1
O -0.433 2.173 -0.096 -0.55
N -1.158 0.665 1.460 -0.62
C -0.340 -1.241 0.728 -0.65
C -1.325 1.413 0.394 0.07
C 0.941 -1.571 0.074 -0.12
C 0.992 -0.156 -0.308 -0.29
C 0.997 1.015 -0.717 0.00
H -1.260 -1.396 0.184 0.33
H 0.871 -2.253 -0.780 0.23
H 1.430 1.829 -1.273 0.38
H -0.263 0.939 1.868 0.29
H 1.730 -1.873 0.769 0.21
H -2.271 1.250 -0.146 0.38
H -0.451 -1.367 1.794 0.35



8
Properties=species:S:1:pos:R:3:mulliken_charge:R:1 method="wB97M-V/def2-TZVPD" lumo_ev=-5.319 smiles="C1=[NH+]OSN1" energy_ha=-622.43387 relative_energy_ev=1.349 orbital_gap_ev=9.0 total_charge=+1 spin_multiplicity=1
S -0.995 -0.343 -1.553 0.29
O -0.130 -1.515 -0.831 -0.20
N -0.111 0.895 -0.668 -0.16
N 0.135 -0.931 0.593 -0.05
C 0.317 0.376 0.414 0.12
H -0.021 1.954 -0.671 0.35
H 0.501 0.920 1.274 0.39
H 0.304 -1.357 1.443 0.25